A molecular structure, C22H17Co2NO8. Source: the OMol25 dataset; level of theory: the ωB97M-V functional and the def2-TZVPD basis.

The geometry in XYZ format:
```
50
Properties=species:S:1:pos:R:3:lowdin_charge:R:1
C 4.877 -1.288 -2.654 -0.160
H -3.645 2.135 -0.243 0.114
C -3.553 -1.266 -0.798 -0.076
Co 3.652 -1.082 -1.374 0.055
C -1.825 0.968 -0.218 -0.495
H -4.959 -0.898 1.519 0.078
C -2.081 -1.400 -0.379 -0.505
H -3.408 -0.047 1.723 0.093
C 2.306 0.017 -1.935 -0.227
C 0.510 -1.508 2.489 -0.043
C 4.572 -0.343 -0.055 -0.154
O -1.160 1.948 0.156 0.006
C 1.974 -0.718 -0.825 -0.254
N -1.337 -0.290 -0.243 0.152
H -4.111 -2.140 -0.433 0.112
C -3.275 1.199 -0.681 -0.072
O 5.677 -1.486 -3.463 0.085
O 5.222 0.060 0.815 0.082
C 1.924 2.676 -2.310 -0.213
H -4.913 0.889 1.572 0.078
C -4.220 0.037 -0.293 -0.570
H -3.275 1.291 -1.780 0.123
H 1.161 0.485 5.177 0.075
C 4.554 1.824 -3.027 -0.232
C 0.585 -1.101 3.815 -0.124
O -1.634 -2.549 -0.195 -0.039
H 2.019 1.982 3.360 0.096
C -5.581 0.190 -0.968 -0.081
C 1.058 -0.700 1.464 -0.209
C -4.386 -0.009 1.229 -0.046
C 1.613 0.548 1.809 -0.020
C 1.632 0.987 3.133 -0.089
H -6.088 1.105 -0.638 0.075
H -6.221 -0.670 -0.733 0.075
C 3.547 -2.814 -1.001 -0.142
O 4.242 3.342 0.469 0.037
O 0.966 3.229 -2.651 0.055
C 1.139 0.147 4.141 -0.134
Co 3.310 1.748 -1.798 -0.027
H 0.182 -1.740 4.601 0.083
H 0.002 -2.427 2.198 0.105
H -3.583 -1.254 -1.903 0.122
H 1.765 -0.013 -2.898 0.080
H 1.966 1.190 0.999 0.102
O 3.489 -3.937 -0.762 0.107
H 0.418 -1.970 -0.199 0.096
C 3.885 2.683 -0.416 -0.225
C 1.076 -1.150 0.087 -0.048
H -5.464 0.234 -2.058 0.075
O 5.392 1.890 -3.823 0.023
```

## Properties
relative energy (zero: lowest compared OMol25 entry of this formula, charge and spin)	53.80	kcal per mole
HOMO level	0.25	eV
gap between HOMO and LUMO	4.2	eV
largest force on an atom	4.78	eV/A
charge	-2
total energy	-4270.65691	hartree

=====

A molecular structure, C3HBr2O3. Source: the OMol25 dataset; level of theory: the ωB97M-V functional and the def2-TZVPD basis.

The geometry in XYZ format:
```
9
Properties=species:S:1:pos:R:3:lowdin_charge:R:1
C 0.338 1.148 1.629 -0.732
Br -0.017 -2.285 0.865 0.626
C -0.951 0.347 1.212 -0.486
O 0.940 0.952 2.663 0.005
O -2.095 0.654 1.462 0.024
H 0.174 -0.254 -0.545 0.041
Br -2.169 -0.990 -1.073 0.569
O 0.474 1.907 0.658 -0.010
C -0.625 -0.618 0.098 -1.037
```

## Properties
relative energy (zero: lowest compared OMol25 entry of this formula, charge and spin)	0.00	kcal per mole
HOMO level	-4.57	eV
gap between HOMO and LUMO	7.6	eV
largest force on an atom	1.38	eV/A
charge	-1
total energy	-5488.74150	hartree

=====

6 unconnected molecules or ions with the total composition H13O6. Source: the OMol25 dataset; level of theory: the ωB97M-V functional and the def2-TZVPD basis.

The geometry in XYZ format:
```
19
Properties=species:S:1:pos:R:3:lowdin_charge:R:1
H 0.350 0.193 3.620 0.067
H 0.240 0.379 0.634 0.156
H -0.536 0.458 -1.015 0.128
H -0.501 -1.311 -4.169 0.060
O 0.072 -1.633 -3.422 -0.103
H -1.871 -2.657 1.192 0.084
H -0.375 -0.945 0.022 0.114
H -0.557 -2.832 1.988 0.080
H 1.340 1.826 1.877 0.072
O -0.159 -0.031 -0.228 0.216
H 0.208 2.718 1.311 0.034
O -1.090 -2.147 1.516 -0.073
O 0.918 -0.271 2.980 -0.060
H 1.266 -1.036 3.479 0.069
H -0.661 2.153 -2.934 0.112
H 0.490 -2.435 -3.821 0.059
H 0.145 2.443 -1.736 0.030
O -0.635 1.988 -1.954 -0.017
O 0.951 2.225 1.052 -0.028
```

## Properties
relative energy (zero: lowest compared OMol25 entry of this formula, charge and spin)	29.23	kcal per mole
HOMO level	-14.59	eV
gap between HOMO and LUMO	11.6	eV
largest force on an atom	2.93	eV/A
charge	+1
total energy	-458.97177	hartree

=====

A molecular structure, C44H53N5O2STeW. Source: the OMol25 dataset; level of theory: the ωB97M-V functional and the def2-TZVPD basis.

The geometry in XYZ format:
```
107
Properties=species:S:1:pos:R:3:lowdin_charge:R:1
Te 0.213 -0.095 -2.563 1.371
H 1.236 2.030 -0.208 0.071
N -2.174 -1.622 -0.205 -0.155
H -1.439 1.356 -4.212 0.000
N 0.274 2.629 -2.714 -0.027
H 3.614 1.158 -0.052 0.086
C -2.570 -3.742 0.847 0.003
H -0.667 4.521 1.225 0.107
C -2.511 -4.766 1.787 -0.035
H 0.260 -2.188 -4.251 0.017
C 1.232 4.800 -2.930 -0.008
C 5.225 -1.728 1.985 -0.054
O 3.227 0.863 -0.884 -0.126
C -1.621 -1.734 2.091 -0.239
H 0.772 -2.803 -2.688 -0.016
C 0.563 -4.069 -0.329 -0.093
H 2.850 -2.310 -1.019 0.115
H -4.469 5.455 2.680 0.117
H -1.717 2.538 -2.214 0.090
C -3.130 -1.938 -1.262 -0.212
H 3.003 3.475 -4.269 0.118
H -1.342 0.156 3.928 0.116
N -0.714 2.061 0.386 -0.137
C 5.744 -1.951 0.718 -0.045
C -1.774 2.789 0.763 -0.248
H -2.216 5.877 2.199 0.122
H 2.094 5.409 -3.171 0.126
C -2.042 -4.747 3.081 -0.061
H 1.019 -7.419 -0.203 0.118
H 1.885 -6.825 2.030 0.119
C -4.688 3.601 1.722 -0.037
H -1.766 -0.375 -4.449 0.016
H 2.344 2.588 1.681 0.108
S 1.254 -2.031 1.394 1.121
C -3.045 2.111 0.498 -0.218
W -1.059 0.065 -0.072 1.433
H 5.883 -1.564 2.826 0.117
H -1.660 1.409 2.767 0.099
N -2.869 1.001 -0.259 -0.144
H 2.421 1.844 -3.926 0.092
H 5.129 1.215 -1.576 0.123
C 1.338 3.409 -2.994 -0.263
H 0.848 0.552 1.949 0.059
H -2.691 -2.591 -2.022 0.105
C -3.943 4.688 2.127 -0.051
H -0.321 0.361 -5.145 0.023
C 4.098 1.270 -1.935 -0.252
C 0.027 5.390 -2.602 -0.039
C 3.850 -1.728 2.176 -0.075
H 0.968 0.359 3.687 0.114
C 3.811 2.671 -2.461 -0.147
H 0.561 3.639 -0.151 0.105
H 1.979 -4.452 2.735 0.123
H -2.882 -5.721 1.434 0.123
C -1.410 -2.338 3.345 -0.012
C 1.564 -4.728 1.772 -0.065
C 0.536 -5.396 -0.731 -0.043
C -1.063 0.514 2.938 -0.179
C -1.663 4.099 1.266 0.008
C -1.067 4.579 -2.343 -0.050
C 1.519 -6.052 1.367 -0.047
C -2.597 4.921 1.858 -0.031
C -2.133 -2.419 0.896 -0.214
H -0.958 -2.616 -3.043 -0.003
H 4.723 2.992 -2.967 0.117
H -4.655 -0.132 -0.102 0.134
H 0.185 -3.279 -0.962 0.061
H -2.083 -5.679 3.629 0.116
C -3.619 -0.647 -1.914 -0.168
C -1.560 -3.640 3.771 -0.039
H -1.270 -3.818 4.800 0.122
H -1.051 -1.671 4.116 0.104
C -0.991 0.371 -4.287 -0.349
H 6.815 -1.971 0.572 0.118
H -2.970 -4.059 -0.107 0.110
C 4.896 -2.155 -0.367 -0.047
C -4.045 0.373 -0.862 -0.196
C 3.019 -1.949 1.088 -0.372
C -4.302 2.509 0.951 0.019
H -5.732 3.611 2.011 0.121
N -1.421 -0.422 1.874 -0.136
H -4.656 1.144 -1.338 0.132
O 0.646 -1.244 0.209 -0.712
H 1.321 2.627 3.857 0.119
H 3.658 3.342 -1.612 0.118
H -0.068 6.467 -2.564 0.119
C 0.432 0.893 2.900 -0.171
C 0.613 2.690 0.389 -0.194
H 5.306 -2.327 -1.352 0.120
H 3.977 0.538 -2.736 0.117
C 0.029 -2.183 -3.186 -0.364
H -5.114 1.834 0.716 0.107
H 3.430 -1.570 3.163 0.113
C 1.023 -6.384 0.113 -0.047
C 1.324 2.977 1.750 -0.153
H -3.998 -2.455 -0.845 0.124
H -0.273 2.919 3.200 0.101
C 0.671 2.404 3.010 -0.174
H -2.035 4.998 -2.109 0.115
H -4.464 -0.883 -2.562 0.130
C 2.643 2.814 -3.481 -0.119
H -2.836 -0.202 -2.528 0.053
C -0.890 3.213 -2.410 -0.187
H 0.143 -5.652 -1.706 0.118
C 1.099 -3.752 0.904 -0.365
C 3.525 -2.159 -0.186 -0.065
H 1.419 4.057 1.881 0.111
```

## Properties
HOMO level (spin up / spin down)	-11.62 / -11.47	eV
gap between HOMO and LUMO (spin up / spin down)	5.8 / 5.6	eV
largest force on an atom	1.77	eV/A
charge	+2
total energy	-2865.46722	hartree

=====

A molecular structure, C18H44F6MnN4O10S2. Source: the OMol25 dataset; level of theory: the ωB97M-V functional and the def2-TZVPD basis.

The geometry in XYZ format:
```
85
Properties=species:S:1:pos:R:3:lowdin_charge:R:1
O 3.703 0.706 1.832 -0.297
N 0.588 2.045 -0.896 0.029
H -0.184 0.706 3.997 0.074
H 2.356 -0.297 -4.105 0.133
H -5.182 -1.369 2.124 0.087
O 1.507 1.528 -3.650 -0.217
C -3.133 0.386 2.784 -0.153
H -0.045 4.639 -0.764 0.133
C -0.774 -4.441 1.367 -0.191
H -3.068 -2.550 1.649 0.078
H -1.394 -0.629 2.576 0.108
S -1.485 -0.967 -3.065 0.527
O 1.568 -0.343 1.303 -0.413
O -0.889 3.877 0.919 -0.215
H 1.131 0.745 -5.508 0.081
C -1.741 4.960 1.230 -0.093
H 0.318 -6.763 1.893 0.089
H -0.247 2.138 2.952 0.069
H -2.363 0.605 0.572 0.086
C -2.415 -2.561 0.776 -0.032
H 0.738 5.143 0.738 0.131
O -3.896 0.146 1.592 -0.256
C 2.448 3.637 -0.691 -0.058
N 1.926 -0.798 -1.576 0.029
F -3.918 -0.771 -4.161 0.158
H 4.878 -0.662 -1.267 0.077
C 2.938 0.135 -2.173 -0.366
H 1.688 2.356 -5.581 0.087
H -0.153 -2.817 -0.646 0.092
H 3.002 0.917 -1.411 0.113
H -5.556 -0.334 0.691 0.095
H 2.332 3.858 -1.756 0.088
F 2.606 -0.137 4.319 0.161
H 3.454 1.129 -4.075 0.131
H -2.857 -3.318 0.115 0.094
Mn 0.285 -0.022 -0.255 0.757
H -0.750 -4.934 0.380 0.134
H 4.969 -0.096 -2.914 0.077
H 1.092 2.048 -1.789 0.050
O -0.946 -0.287 -1.868 -0.413
C -1.649 0.412 2.351 -0.355
C -0.995 -2.991 1.133 -0.402
C 0.260 4.296 0.237 -0.201
F 1.938 -2.096 3.588 0.134
H -1.490 1.805 3.982 0.073
F -3.871 -0.794 -1.971 0.123
H -5.838 0.306 2.329 0.092
C 1.047 1.697 -4.981 -0.099
C -5.201 -0.349 1.723 -0.095
H -0.108 2.642 -1.363 0.110
H -0.746 -2.494 2.085 0.126
N -1.403 0.731 0.921 0.050
C 2.876 -1.153 3.533 -0.682
H 1.512 2.624 0.957 0.129
H 1.900 -1.513 -2.308 0.110
H 1.310 -6.032 0.582 0.091
F 4.024 -1.724 3.849 0.155
C 1.016 -5.963 1.637 -0.112
C -0.803 1.274 3.304 -0.030
H 0.034 2.085 -5.017 0.092
O -1.560 -2.405 -2.854 -0.316
H 2.558 -1.189 -0.870 0.040
H -2.425 -1.650 0.187 0.054
O 0.544 -4.659 1.871 -0.196
H 0.886 -2.685 0.494 0.083
H 2.819 4.595 -0.308 0.082
O -0.884 -0.635 -4.336 -0.292
C 4.305 -0.580 -2.187 -0.046
O 3.512 -1.629 0.923 -0.319
H -1.307 5.597 2.007 0.092
C 1.210 3.077 0.012 -0.332
H 4.241 -1.596 -2.592 0.090
H -2.695 4.586 1.603 0.090
H 1.936 -6.059 2.214 0.090
H -1.949 5.589 0.359 0.092
C -3.287 -0.350 -3.088 -0.656
N -0.030 -2.299 0.237 0.042
C 2.608 0.639 -3.592 -0.173
H -1.514 -4.914 2.017 0.138
H 3.318 2.989 -0.570 0.077
H -3.413 -0.365 3.526 0.131
S 2.968 -0.538 1.739 0.553
H -1.410 1.748 0.921 0.069
F -3.328 0.994 -3.105 0.117
H -3.448 1.365 3.168 0.120
```

## Properties
relative energy (zero: lowest compared OMol25 entry of this formula, charge and spin)	20.83	kcal per mole
HOMO level (spin up / spin down)	-8.12 / -9.66	eV
spin multiplicity	6
gap between HOMO and LUMO (spin up / spin down)	8.5 / 10.1	eV
largest force on an atom	3.34	eV/A
charge	0
total energy	-4230.27652	hartree

=====

A molecular structure, C22H37N4O2S4Ti. Source: the OMol25 dataset; level of theory: the ωB97M-V functional and the def2-TZVPD basis.

The geometry in XYZ format:
```
70
Properties=species:S:1:pos:R:3:lowdin_charge:R:1
N 0.543 0.768 -4.268 0.181
O 2.276 0.391 -1.096 -0.197
H 3.216 -0.631 1.089 0.072
H -0.095 2.020 4.972 0.084
H 3.177 1.700 2.820 0.082
C -2.287 3.654 0.436 -0.042
H -1.336 1.385 0.646 -0.025
H 5.266 -0.359 -1.160 0.091
H -3.407 -1.121 2.930 0.072
S 1.334 2.380 1.475 0.836
S 0.856 -0.606 1.573 0.814
H -0.514 -0.981 3.934 0.051
C 0.065 1.659 3.956 -0.526
H -0.490 -3.721 0.758 0.067
H -2.448 3.380 1.484 0.075
S -1.856 -1.921 1.364 0.844
H 1.587 -2.797 0.888 0.074
C 3.728 -3.937 -2.672 -0.085
C -4.452 3.076 -0.580 -0.037
H -2.539 -2.486 3.592 0.081
H -0.023 3.591 2.976 0.068
H -2.621 4.681 0.295 0.099
N -1.445 1.074 -0.315 0.031
Ti 0.339 0.077 -1.025 0.781
H 0.746 0.806 4.007 0.055
S -1.509 1.084 3.259 0.851
H -3.399 2.878 -2.952 0.087
H 2.892 -0.599 2.819 0.087
C 2.596 -0.176 1.859 -0.449
N -3.047 1.044 -1.994 -0.150
H 4.833 0.025 -2.818 0.092
H 4.572 -4.523 -3.008 0.106
H -4.852 3.292 0.413 0.098
H -2.659 -0.895 -1.311 0.056
C 2.832 -1.794 -1.886 -0.099
H -1.223 3.602 0.212 0.077
H -1.928 -0.607 4.923 0.084
H -0.654 -3.646 2.497 0.081
H -3.798 -0.773 -2.662 0.100
H 4.498 1.194 -1.530 0.085
C 4.515 0.136 -1.780 -0.014
C 1.535 -2.405 -1.800 -0.331
H 1.430 -2.658 2.639 0.086
H -2.066 -0.579 -2.954 0.070
H 4.892 -2.201 -2.407 0.103
H -4.644 3.938 -1.222 0.095
C 2.789 1.359 1.861 -0.484
N -3.028 2.794 -0.471 -0.139
C -1.543 -0.615 3.903 -0.532
H -4.977 2.212 -0.977 0.092
H -2.890 1.561 -4.013 0.089
C 0.955 -2.414 1.688 -0.445
C 1.388 -3.759 -2.160 -0.018
H 0.404 1.160 -5.179 0.105
C 0.693 2.782 3.136 -0.516
C 3.899 -2.624 -2.334 -0.035
C 0.352 0.664 -3.122 -0.038
H 0.393 -4.181 -2.093 0.118
H -4.542 1.591 -3.382 0.098
C -3.500 1.813 -3.140 -0.044
C -2.472 1.633 -0.906 -0.422
C -0.452 -3.046 1.610 -0.488
C 2.452 -4.512 -2.588 -0.072
H 3.525 1.627 1.108 0.065
H 1.520 3.212 3.703 0.081
C 3.135 -0.426 -1.562 -0.390
O 0.441 -1.778 -1.408 -0.221
C -2.872 -0.377 -2.243 -0.046
C -2.408 -1.544 3.057 -0.525
H 2.304 -5.549 -2.862 0.108
```

## Properties
HOMO level (spin up / spin down)	-9.50 / -7.92	eV
gap between HOMO and LUMO (spin up / spin down)	7.1 / 5.5	eV
largest force on an atom	1.31	eV/A
charge	+1
total energy	-3672.06785	hartree

=====

A single C3H3N5 molecule. Source: the OMol25 dataset; level of theory: the ωB97M-V functional and the def2-TZVPD basis.

The geometry in XYZ format:
```
11
Properties=species:S:1:pos:R:3:lowdin_charge:R:1
C -0.444 -1.287 0.621 -0.247
N -1.651 0.583 0.166 0.005
N 1.424 -0.117 -1.355 0.148
N -1.536 -0.696 0.198 0.015
H -0.126 -2.497 0.601 0.183
C 0.723 0.456 -0.358 -0.488
N 1.076 0.284 0.918 0.104
N 0.466 -0.732 1.446 0.080
C -0.556 1.261 -0.137 -0.061
H -0.556 2.456 0.225 0.173
H 1.178 0.290 -2.326 0.087
```

## Properties
relative energy (zero: lowest compared OMol25 entry of this formula, charge and spin)	119.14	kcal per mole
HOMO level	-10.16	eV
gap between HOMO and LUMO	9.4	eV
largest force on an atom	6.47	eV/A
charge	0
total energy	-389.67882	hartree

=====

2 unconnected molecules or ions with the total composition C3H3ClOS. Source: the OMol25 dataset; level of theory: the ωB97M-V functional and the def2-TZVPD basis.

The geometry in XYZ format:
```
9
Properties=species:S:1:pos:R:3:lowdin_charge:R:1
C -0.700 0.944 -0.241 -0.770
H -0.428 -1.047 0.650 0.046
S 4.127 -0.629 0.391 0.701
H -2.178 0.375 -1.626 0.076
H -1.726 -0.058 1.532 0.118
C -1.567 0.158 -0.816 -0.045
C -1.123 -0.278 0.540 -0.142
O 3.141 -1.579 -0.135 -0.702
Cl 0.455 2.114 -0.294 0.720
```

## Properties
relative energy (zero: lowest compared OMol25 entry of this formula, charge and spin)	109.58	kcal per mole
HOMO level (spin up / spin down)	-9.19 / -9.20	eV
gap between HOMO and LUMO (spin up / spin down)	7.7 / 7.7	eV
largest force on an atom	3.66	eV/A
charge	0
total energy	-1049.53979	hartree